Below is a structure of composition C42H95Br3F8O25P6 at a distorted geometry, with properties calculated with ωB97M-V/def2-TZVPD.

```
179
Properties=species:S:1:pos:R:3:forces:R:3
C 12.62664 -4.43729 5.41085 -0.07 2.20 -0.71
C 12.58963 -5.41812 4.31495 -0.58 0.52 -0.93
O 12.36727 -6.57523 5.05590 0.22 -3.41 -0.60
P 12.41756 -8.06167 4.44898 -1.34 -1.58 -0.50
O 11.28421 -8.98464 4.80658 1.60 1.94 -0.75
O 13.79881 -8.61316 5.01043 0.17 0.16 -1.88
C 14.06583 -9.04336 6.32987 0.03 0.74 1.52
C 15.18169 -8.08311 6.87634 -1.60 -0.59 -0.51
O 12.64611 -7.77765 2.81998 0.67 -0.09 4.06
C 12.03826 -8.44816 1.75837 -0.67 0.16 -1.51
C 12.53081 -7.68106 0.54506 -0.02 -0.12 -0.37
H 11.77363 -4.66024 6.05176 0.33 0.37 0.27
H 13.58943 -4.35817 5.91568 -0.18 -0.48 0.24
H 12.49800 -3.47521 4.91491 -0.22 0.48 0.41
H 11.75231 -5.30753 3.62592 -0.47 0.42 0.25
H 13.41181 -5.36446 3.60133 0.75 -0.65 0.57
H 13.14026 -8.99620 6.90363 0.00 0.20 0.21
H 14.33635 -10.09910 6.34755 0.32 0.10 -0.36
H 15.38432 -8.14787 7.94538 0.35 -0.75 -0.16
H 16.01497 -8.24982 6.19374 0.33 0.42 0.51
H 14.76467 -7.07885 6.80115 0.22 0.13 -0.51
H 12.30075 -9.49835 1.63067 0.23 -0.07 0.56
H 10.95045 -8.39544 1.80309 -0.06 0.05 0.36
H 12.54355 -6.60611 0.72513 -0.15 -0.03 0.14
H 13.55458 -7.98134 0.32185 -0.04 0.03 -0.19
H 11.87792 -7.86030 -0.30918 0.17 -0.13 -0.13
C -6.96893 -5.19133 -2.72312 -1.28 -0.18 -0.15
C -8.44513 -5.65037 -2.53856 0.82 1.36 -0.53
O -8.61496 -6.94173 -3.06463 -0.74 -1.55 -0.90
P -9.12582 -7.20742 -4.56353 2.80 -1.35 0.49
O -8.34398 -6.48934 -5.60796 -1.64 -0.09 0.84
O -8.85992 -8.81365 -4.63255 -1.26 1.62 1.09
C -8.80525 -9.45085 -5.88999 0.65 -0.70 -1.12
C -7.42017 -9.29886 -6.42384 1.01 0.62 -0.30
O -10.70078 -7.02684 -4.48324 0.76 -1.31 1.21
C -11.23225 -6.10102 -5.33934 -0.74 2.11 -2.86
C -12.72905 -6.07984 -5.47247 0.21 -0.08 1.28
H -6.35373 -5.76806 -2.03246 0.25 0.47 -0.03
H -6.63608 -5.34481 -3.74965 -0.17 -0.43 0.00
H -6.94495 -4.10554 -2.63045 0.32 -0.04 0.72
H -8.76915 -5.63957 -1.49789 0.26 -0.30 0.05
H -9.11118 -4.94642 -3.03749 -0.06 0.11 -0.22
H -9.10578 -10.49698 -5.83171 -0.30 0.16 0.55
H -9.35554 -8.96104 -6.69334 -1.02 0.05 0.47
H -7.22182 -9.89453 -7.31488 -0.21 0.09 -0.11
H -7.43524 -8.23133 -6.64353 0.89 -0.09 -0.45
H -6.59978 -9.46902 -5.72663 -0.26 -0.24 0.27
H -10.87351 -5.09924 -5.10301 0.14 0.09 0.01
H -10.93063 -6.33334 -6.36068 0.65 0.15 -0.06
H -13.15891 -5.63098 -4.57701 -0.38 -0.32 0.06
H -12.97868 -5.42009 -6.30345 -0.09 -0.36 -0.14
H -13.02364 -7.12171 -5.59828 -0.61 0.23 -0.19
C 7.00644 -3.38108 -10.58608 -0.33 -0.40 0.67
C 6.32062 -2.07348 -10.77632 0.15 0.10 -1.89
O 5.36024 -1.92733 -9.76407 -1.15 0.32 1.27
P 3.89227 -1.28964 -9.82653 0.55 2.11 -0.76
O 3.24383 -1.12410 -8.49335 0.94 -0.61 -1.86
O 4.14430 0.09855 -10.66894 0.38 -1.80 0.71
C 4.05121 1.40999 -10.11312 -0.35 -0.17 -0.36
C 2.85238 2.04943 -10.77180 -0.83 0.81 0.91
O 3.15120 -2.06689 -11.02650 0.11 0.22 0.85
C 2.41444 -3.26089 -10.72985 -0.44 -0.68 1.86
C 1.11108 -2.93566 -9.94906 0.06 0.27 -1.32
H 7.39825 -3.29474 -9.57260 0.67 -0.53 -0.14
H 6.29006 -4.20235 -10.56551 -0.05 -0.03 -0.16
H 7.73946 -3.56630 -11.37124 0.20 0.06 0.32
H 7.09415 -1.30558 -10.78524 -0.29 0.48 0.58
H 5.88666 -2.01417 -11.77445 -0.46 0.02 0.00
H 4.00788 1.34145 -9.02614 -0.55 0.07 0.03
H 4.95079 1.99493 -10.30471 0.24 -0.33 -0.42
H 2.75233 3.05150 -10.35472 -0.05 0.26 -0.12
H 2.81906 2.13586 -11.85785 0.71 -0.20 0.04
H 1.92477 1.54523 -10.50085 0.08 -0.26 0.15
H 2.27022 -3.81080 -11.65985 -0.24 0.39 -0.02
H 2.99406 -3.91242 -10.07590 0.48 -0.08 -0.11
H 0.62484 -2.23256 -10.62532 -0.54 0.18 0.35
H 0.44619 -3.78693 -9.80291 0.22 -0.22 -0.29
H 1.24524 -2.47515 -8.97027 0.46 0.03 -0.26
C -9.97684 11.00306 3.06199 -0.91 0.28 -0.92
C -8.90417 12.06060 2.79161 -0.61 -1.50 0.88
O -7.83256 11.77039 3.70926 -1.76 0.50 0.59
P -6.33370 11.78852 3.37260 1.60 -1.66 0.35
O -5.87090 12.90434 2.53727 0.04 -1.30 0.25
O -5.68591 11.73008 4.86020 0.08 0.16 -1.98
C -6.42183 11.44450 6.01309 0.55 1.17 1.97
C -5.58599 11.75743 7.28164 -0.62 -1.49 -0.31
O -6.15485 10.24334 2.78743 0.98 1.49 -0.29
C -6.55194 9.01366 3.42565 -0.65 1.01 1.85
C -6.86308 8.00610 2.37739 -0.54 0.94 -0.97
H -9.64379 9.98000 2.88730 0.41 0.07 0.44
H -10.55987 11.10077 3.97776 0.60 -0.01 0.32
H -10.74148 11.11192 2.29284 -0.13 0.24 -0.26
H -8.59104 11.89776 1.76033 0.25 0.66 0.05
H -9.27782 13.05234 3.04646 0.18 0.04 -0.53
H -7.25385 12.13787 6.13597 -0.45 -0.36 -0.55
H -6.74589 10.40676 6.09177 -0.07 -0.01 -0.44
H -4.60525 11.28178 7.28285 0.17 0.38 -0.29
H -5.57428 12.79813 7.60551 0.12 -0.14 -0.28
H -6.14855 11.13827 7.98039 0.02 0.43 0.78
H -5.79956 8.60984 4.10311 0.59 0.38 -0.14
H -7.36246 9.28728 4.10115 -0.54 -0.32 -0.17
H -7.45464 7.12822 2.63716 0.83 -0.25 0.60
H -7.54707 8.49458 1.68337 0.26 0.16 -0.46
H -5.88472 7.87897 1.91400 -0.40 -0.87 -0.50
C -5.40551 1.78744 9.28589 0.75 0.04 -0.17
C -5.94862 0.49560 9.86350 0.24 0.59 2.10
O -6.50987 -0.37918 8.91770 0.52 -1.49 -1.46
P -5.65006 -1.64542 8.38030 0.88 -0.07 0.91
O -6.10986 -2.23178 7.11228 0.05 0.47 0.90
O -5.59300 -2.70070 9.64731 0.91 1.22 -0.90
C -6.75333 -3.43077 10.01768 -0.98 -0.71 -0.59
C -6.80290 -3.71317 11.52126 -0.56 1.72 -0.87
O -4.12390 -1.06834 8.41364 -1.02 -0.59 -1.06
C -3.07499 -1.86918 7.76076 0.94 -0.39 0.58
C -1.89609 -0.95168 7.27775 -0.80 0.53 0.76
H -5.22396 2.59416 9.99607 -0.76 -0.15 0.53
H -4.37511 1.65929 8.95432 -0.18 -0.38 -0.77
H -6.05755 2.16075 8.49622 0.17 -0.03 -0.06
H -5.22168 -0.03415 10.47914 0.51 0.00 -0.32
H -6.70550 0.68774 10.62396 -0.53 0.24 -0.36
H -7.57815 -2.87273 9.57456 -0.61 -0.08 0.69
H -6.79438 -4.39626 9.51346 0.46 -0.03 -0.34
H -7.68724 -4.28602 11.80037 0.46 -0.79 -0.28
H -5.81877 -4.09305 11.79563 -0.39 -0.16 0.47
H -7.06314 -2.76590 11.99356 0.76 0.21 0.41
H -2.87412 -2.61725 8.52767 0.97 0.23 0.17
H -3.41046 -2.52577 6.95800 -0.65 0.74 -0.42
H -1.37484 -0.39823 8.05884 -0.48 -0.13 0.62
H -1.03478 -1.35547 6.74558 -0.63 -0.86 -0.30
H -2.34518 -0.16826 6.66728 0.00 -0.11 -0.27
C -0.70313 7.92650 -3.23709 -0.81 -0.02 0.67
C -0.89686 8.74840 -1.97933 -1.14 0.28 -0.51
O 0.24731 8.67153 -1.18953 2.24 0.48 1.13
P 0.78697 9.84275 -0.24441 -2.33 0.03 1.56
O 0.13575 11.18732 -0.39294 1.22 -2.44 0.30
O 0.53582 9.15314 1.26669 0.69 2.92 -1.54
C 1.21040 7.98868 1.69553 -1.37 -1.29 0.44
C 1.05521 7.73635 3.23835 1.26 -0.19 -1.59
O 2.36293 9.77587 -0.42170 -1.57 -1.27 -0.39
C 3.03376 10.57937 0.49197 2.42 2.31 -0.25
C 4.54067 10.26014 0.48300 -1.06 0.45 0.94
H -0.63423 6.85357 -3.05774 0.74 0.06 0.32
H -1.66142 7.95523 -3.75570 0.23 0.59 -0.66
H 0.15678 8.36166 -3.74630 -0.26 -0.43 -0.50
H -1.07981 9.79134 -2.23798 -0.04 0.06 -0.10
H -1.74487 8.42793 -1.37412 -0.13 -0.20 -0.08
H 0.58083 7.25380 1.19385 0.50 -0.87 0.14
H 2.22786 7.86414 1.32490 0.12 0.41 0.11
H 1.92682 8.03241 3.82209 -0.28 1.05 0.03
H 0.09394 8.12006 3.58014 0.25 -0.26 0.20
H 1.20937 6.66119 3.32974 -0.91 -0.29 0.09
H 2.97808 11.60218 0.11931 0.00 0.24 -0.36
H 2.60921 10.77048 1.47754 -0.30 -1.31 0.26
H 4.78801 9.25522 0.82512 -0.06 -0.04 -0.26
H 4.98261 10.51526 -0.48018 -0.01 -0.26 0.10
H 4.89012 10.95652 1.24526 0.62 0.00 -0.08
C 4.25236 -1.94542 -0.73769 -1.74 -0.60 -0.52
C 5.66164 -2.14575 -1.24168 0.56 0.85 -1.61
C 5.73652 -2.20855 -2.81159 -0.05 0.23 -0.89
F 7.00330 -2.20664 -3.39867 -1.38 -0.12 1.48
F 5.10340 -3.35883 -3.20022 0.39 0.32 0.34
F 6.47545 -1.17542 -0.77945 0.17 0.70 -0.16
F 6.14610 -3.27759 -0.76920 0.25 -1.46 0.79
O 3.44930 -1.11616 -1.62823 -1.09 1.67 1.59
C 2.36671 -0.42957 -0.96654 1.40 -0.66 -0.57
C 1.58325 0.36253 -2.02197 -1.55 -0.77 -1.11
F 0.37706 0.80242 -1.55367 0.47 -0.18 0.69
F 2.24342 1.39496 -2.46139 1.58 1.97 -0.01
F 1.49236 -1.33489 -0.45541 0.77 0.48 0.39
F 2.83971 0.41013 0.03305 -0.72 -1.36 -1.07
H 4.21699 -1.58864 0.29166 0.32 0.09 -0.12
H 3.75608 -2.91343 -0.80658 0.24 -0.22 0.37
H 5.17414 -1.37736 -3.23696 0.23 0.08 -0.02
H 1.33747 -0.18277 -2.93320 0.17 -1.02 0.40
C 3.33919 -10.06566 -6.71531 -0.66 -0.68 0.02
Br 4.34547 -11.22476 -5.47692 -0.63 0.86 -0.37
Br 1.66446 -9.24325 -5.91907 1.51 -0.82 -0.65
Br 2.93859 -11.18144 -8.31727 0.03 0.90 0.85
H 3.98361 -9.24427 -7.02861 -0.25 -0.25 0.14
```
Forces are in eV/Å.

The value obtained for the highest occupied orbital energy is -10.25 eV. The LUMO energy is -0.5 eV. The multiplicity is 1. Its charge is 0.